No. 1
The following is a quantum chemistry calculation of 2 unconnected molecules or ions with the total composition C6H16BN3 in a non-equilibrium geometry, from the OMol25 dataset.

Properties
Relative energy (zero: lowest compared OMol25 entry of this formula, charge and spin) ... 0.00 kJ/mol
Lowest unoccupied orbital energy ... 0.89 eV
Gap between HOMO and LUMO ... 8.68 eV
Electronic energy ... -427.26236 Eh
Multiplicity ... 1
HOMO ... -7.79 eV

Structure (XYZ):
```
26
Properties=species:S:1:pos:R:3:forces:R:3
C -1.3116 -2.5325 0.4114 0.606 -2.529 1.144
N -1.4935 -1.1737 0.1210 -0.310 0.993 0.804
B -0.6770 -0.2020 0.6872 1.183 0.857 -0.592
N -1.0623 1.0938 0.3129 -0.513 -0.792 -1.757
C -0.6432 2.4434 0.4804 0.716 -1.172 1.626
C -2.4039 0.9995 -0.2307 -1.083 -2.134 -1.405
C -2.7581 -0.5610 -0.3437 2.640 0.656 1.907
H -1.6131 -2.9588 1.4882 -0.474 0.889 -2.268
H -1.6492 -3.1249 -0.4691 -0.226 -0.180 0.998
H -0.2300 -2.7637 0.4965 -0.327 0.404 -0.406
H 0.2864 -0.4437 1.2665 0.868 -0.206 0.676
H 0.1029 2.4485 1.3142 -0.951 0.661 -0.391
H -0.2344 2.9672 -0.3458 0.815 -0.054 -1.334
H -1.6022 2.8921 0.5829 -0.423 1.650 1.327
H -2.6913 1.3225 -1.2455 1.078 0.806 0.087
H -2.9663 1.5900 0.4544 -1.465 0.054 0.504
H -3.5101 -0.9122 0.2906 -1.615 -0.079 1.235
H -2.9520 -0.9978 -1.2696 -0.534 0.165 -2.150
C 3.1765 -1.4240 -0.0753 -1.593 -1.858 0.169
N 3.0636 -0.2672 0.3588 0.597 0.122 2.224
C 3.7082 0.8927 -0.1509 -1.471 -0.861 -2.566
H 2.6265 -2.2462 0.6095 1.362 1.448 -2.062
H 3.5857 -1.6452 -1.1067 0.019 -0.203 1.076
H 4.3487 1.3456 0.5521 1.143 0.067 0.850
H 4.1971 0.6456 -1.1596 -0.416 0.926 1.129
H 2.8614 1.5878 -0.1904 0.375 0.372 -0.826
```
Positions in Å, forces in eV/Å.

No. 2
The following is a quantum chemistry calculation of 6 unconnected molecules or ions with the total composition C6H16BrCl6N2O3 in a non-equilibrium geometry, from the OMol25 dataset.

Properties
Relative energy (zero: lowest compared OMol25 entry of this formula, charge and spin) ... 139.11 kJ/mol
Lowest unoccupied orbital energy ... 1.98 eV
Gap between HOMO and LUMO ... 5.52 eV
Total charge ... -1
Electronic energy ... -5908.55093 Eh
Multiplicity ... 1
HOMO ... -3.54 eV

Structure (XYZ):
```
34
Properties=species:S:1:pos:R:3:forces:R:3
N 0.9843 18.2401 -15.9909 -0.559 0.655 -0.512
H 0.6207 18.8436 -15.2672 -0.222 -0.226 0.457
H 0.5292 18.4681 -16.8632 -0.027 0.064 -0.264
H 0.8509 17.2539 -15.8183 0.167 -1.129 0.611
H 1.9821 18.3895 -16.0390 1.666 -0.147 0.018
N 2.0320 14.5319 -15.2693 6.831 -0.246 3.325
O 1.3765 15.4345 -15.6527 -5.677 3.417 -3.181
O 2.1162 13.4193 -15.7340 -1.826 -2.446 -1.716
O 2.9060 14.8608 -14.4312 -0.075 -0.637 1.459
Br 4.4400 17.7607 -15.4036 -0.449 0.611 -0.256
Cl -3.3689 15.8858 -18.9889 -0.219 0.032 0.076
C -1.9444 14.8160 -19.2481 -0.188 0.409 -0.123
C -0.8478 15.1580 -18.2651 -0.554 -0.143 0.507
Cl -0.2819 16.8112 -18.5544 0.330 0.269 -0.479
H -1.6543 15.0329 -20.2762 0.133 -0.381 0.100
H -2.3396 13.8082 -19.1209 0.371 0.012 -0.059
H -0.0061 14.4662 -18.2951 -0.013 0.147 -0.030
H -1.2560 15.1984 -17.2552 0.176 -0.340 -0.027
Cl -0.6263 16.8406 -13.1518 0.006 -0.362 -0.032
C -0.7000 18.0951 -11.9057 0.068 0.863 -0.379
C 0.7017 18.7521 -11.7295 -1.809 -0.830 0.439
Cl 1.0113 19.7390 -13.1680 0.442 0.232 0.182
H -1.1926 17.7063 -11.0144 0.659 -0.243 0.182
H -1.3992 18.8375 -12.2904 0.128 0.155 -0.007
H 1.4305 17.9551 -11.5817 0.296 0.395 -0.280
H 0.6479 19.4312 -10.8786 0.250 -0.064 -0.043
Cl -2.5182 18.5486 -15.7947 0.537 -0.772 0.736
C -3.3419 19.7675 -16.7276 0.458 0.743 -0.529
C -2.4944 21.0857 -16.7933 -2.240 -1.672 0.612
Cl -1.0377 20.7503 -17.7097 0.266 0.498 -0.024
H -4.3099 19.8979 -16.2437 0.046 0.361 -0.222
H -3.4497 19.3473 -17.7275 -0.220 0.187 0.012
H -2.3402 21.3719 -15.7529 0.639 0.244 -0.252
H -3.1768 21.7927 -17.2649 0.610 0.345 -0.300
```
Positions in Å, forces in eV/Å.

No. 3
The following is a quantum chemistry calculation of a molecular structure, C6H16BrCuO6S2 in a non-equilibrium geometry, from the OMol25 dataset.

Properties
Relative energy (zero: lowest compared OMol25 entry of this formula, charge and spin) ... 396.72 kJ/mol
Lowest unoccupied orbital energy (alpha / beta) ... -6.18 / -9.48 eV
Gap between HOMO and LUMO (alpha / beta) ... 7.42 / 4.12 eV
Total charge ... +1
Electronic energy ... -5700.01248 Eh
Multiplicity ... 2
HOMO (alpha / beta) ... -13.60 / -13.60 eV

Structure (XYZ):
```
32
Properties=species:S:1:pos:R:3:forces:R:3
Cu -2.6678 -1.7788 2.1981 -1.757 -0.977 0.450
Br -0.8846 -0.7173 1.8271 0.274 1.224 0.459
O 2.6986 0.7963 2.8994 -0.436 1.179 -4.097
S 2.6938 1.4824 1.5550 1.617 0.224 2.908
O 3.5947 2.6172 1.4000 -1.619 -1.812 -0.037
O 3.0292 0.5250 0.2812 -1.749 -0.676 0.307
C 2.0419 -0.5053 -0.1404 0.095 -1.398 -0.267
C 1.8587 -1.6056 0.9093 2.777 0.829 -0.481
C 1.0161 1.9418 1.1261 0.971 0.390 0.403
H 2.4398 -0.9551 -1.0500 0.500 0.334 0.096
H 1.0320 -0.2538 -0.4644 0.242 1.696 0.037
H 2.9112 -1.8313 1.0805 0.074 -0.044 1.087
H 1.5600 -2.5857 0.5373 -1.005 0.387 0.063
H 1.4034 -1.1056 1.7641 0.455 -1.148 0.290
H 0.3678 1.0758 1.2600 0.377 0.712 -0.376
H 1.1562 2.3329 0.1184 -0.551 -0.107 -0.079
H 0.7459 2.7421 1.8150 -0.034 -0.058 -0.028
O -2.0504 -1.9654 -3.4938 2.500 2.295 3.540
S -1.2565 -1.2118 -2.4684 1.469 -0.796 -2.330
O 0.0301 -0.5025 -2.8241 -4.037 -1.832 1.170
O -2.3464 -0.1957 -1.7642 1.330 1.651 0.185
C -1.7591 0.8597 -0.9895 -2.122 0.970 0.407
C -2.7927 1.8911 -0.4040 0.725 -0.185 -1.476
C -0.9446 -2.1898 -0.9064 -0.193 -0.462 -2.048
H -0.8063 1.3000 -1.2835 -0.189 0.217 -1.497
H -1.2644 0.4820 -0.0947 0.132 -1.577 1.760
H -3.1210 2.6221 -1.1428 0.160 -0.209 -0.549
H -2.2550 2.5283 0.2981 -0.162 -0.396 0.482
H -3.7337 1.4692 -0.0510 0.419 -0.299 0.419
H -1.9371 -2.4065 -0.5113 0.099 -0.039 -0.010
H -0.2610 -1.7535 -0.1781 -0.333 0.067 -0.914
H -0.4991 -3.1023 -1.3027 -0.031 -0.158 0.125
```
Positions in Å, forces in eV/Å.